No. 1
Density functional theory data (ωB97M-V/def2-TZVPD) for a structure of composition C42H61BLuN8SSi2Te.

XYZ file:
```
117
C42H61BLuN8SSi2Te (ωB97M-V/def2-TZVPD)
Lu 12.15 11.48 14.74
C 9.12 8.89 22.00
C 9.48 8.62 20.54
C 9.93 7.16 20.44
C 10.49 9.59 20.05
C 11.58 10.25 20.72
C 11.97 11.27 19.87
N 11.15 11.21 18.74
N 10.26 10.18 18.89
B 10.92 12.50 17.93
N 12.18 13.06 17.36
C 12.76 14.12 17.99
C 13.80 14.68 17.23
C 13.75 13.96 16.02
N 12.83 12.96 16.13
C 14.43 14.31 14.66
C 14.33 15.79 14.39
C 15.88 13.71 14.62
N 10.00 12.18 16.68
C 8.64 12.37 16.67
C 7.99 11.43 15.84
C 9.04 10.60 15.40
N 10.25 11.14 15.84
C 8.92 9.21 14.79
C 7.68 8.50 15.51
C 8.91 8.98 13.23
H 8.11 8.50 22.12
H 9.88 8.49 22.68
H 9.03 9.94 22.27
H 8.58 8.72 19.88
H 10.85 7.11 21.05
H 9.18 6.45 20.82
H 10.22 6.91 19.35
H 11.92 10.02 21.74
H 12.74 12.00 19.91
H 10.34 13.33 18.65
H 12.40 14.53 18.93
H 14.42 15.53 17.53
H 13.72 13.86 13.93
H 14.82 16.39 15.14
H 14.78 16.02 13.43
H 13.28 16.16 14.31
H 16.53 14.33 15.28
H 15.91 12.64 14.93
H 16.30 13.95 13.65
H 8.31 13.26 17.25
H 6.92 11.24 15.68
H 9.82 8.66 15.21
H 6.70 8.90 15.27
H 7.76 7.40 15.41
H 7.77 8.66 16.59
H 8.37 8.04 13.09
H 8.42 9.72 12.62
H 9.94 8.83 12.88
C 16.61 7.11 16.17
Si 16.95 8.94 15.84
C 18.84 9.24 15.65
C 16.57 9.83 17.46
C 15.93 9.32 14.41
C 14.51 9.12 14.57
C 13.91 7.97 14.07
C 12.70 7.45 14.55
C 12.18 8.10 15.67
C 12.78 9.27 16.13
N 13.71 9.95 15.41
Si 16.74 9.49 12.70
C 17.98 10.84 12.77
C 17.67 7.94 12.23
C 15.67 9.77 11.19
H 16.91 6.85 17.20
H 17.17 6.44 15.51
H 15.51 6.89 16.15
H 19.29 9.10 16.65
H 18.92 10.37 15.42
H 19.35 8.60 14.93
H 17.08 9.28 18.26
H 15.51 9.97 17.72
H 16.89 10.86 17.57
H 14.38 7.51 13.20
H 12.25 6.51 14.17
H 11.32 7.73 16.26
H 12.47 9.77 17.03
H 17.49 11.75 13.20
H 18.46 11.15 11.84
H 18.71 10.47 13.50
H 18.27 7.48 13.03
H 18.34 8.16 11.37
H 16.98 7.20 11.87
H 15.61 10.85 10.95
H 14.68 9.31 11.36
H 16.10 9.22 10.30
Te 10.36 13.99 14.22
N 11.88 11.19 12.65
S 12.68 11.53 11.20
C 11.89 10.44 10.03
C 12.78 9.87 9.03
C 12.35 8.89 8.13
C 10.97 8.57 8.06
C 10.06 9.25 8.91
C 10.53 10.18 9.90
C 11.70 12.98 10.60
C 10.34 13.21 10.92
C 9.63 14.12 10.15
C 10.24 15.01 9.28
C 11.62 14.90 9.12
C 12.33 13.86 9.76
H 10.91 11.08 12.30
H 13.79 10.28 8.96
H 13.11 8.42 7.45
H 10.53 7.94 7.25
H 8.98 8.99 8.96
H 9.80 10.72 10.48
H 9.90 12.75 11.81
H 8.51 14.15 10.25
H 9.58 15.75 8.77
H 12.26 15.63 8.69
H 13.41 13.65 9.60
```

Its largest force on an atom is 4.9 eV Å⁻¹. The spin multiplicity is 1. As for the orbital gap: 3.8 eV. As for the net charge: -1. The value obtained for the LUMO energy is 1.73 eV. The molar mass comes out at 1079.62 g mol⁻¹.


No. 2
Density functional theory data (ωB97M-V/def2-TZVPD) for a structure of composition C42H62AsCsN2OP2S4Si2.

XYZ file:
```
117
C42H62AsCsN2OP2S4Si2 (ωB97M-V/def2-TZVPD)
Cs -0.30 -0.66 0.65
C -1.43 3.62 3.60
P -0.65 2.30 2.59
C 0.78 1.89 3.67
C 0.22 3.34 1.34
C 1.16 2.53 0.45
P 1.53 3.17 -1.25
C -0.15 3.33 -1.96
C 1.85 4.94 -0.86
H -0.70 4.35 3.95
H -1.93 3.18 4.46
H -2.19 4.14 3.01
H 1.44 2.75 3.82
H 1.34 1.05 3.26
H 0.40 1.55 4.64
H 0.77 4.14 1.86
H -0.56 3.82 0.74
H 0.78 1.51 0.31
H 2.14 2.40 0.93
H -0.82 3.99 -1.39
H -0.65 2.35 -2.01
H -0.06 3.71 -2.98
H 1.98 5.48 -1.80
H 2.78 5.03 -0.29
H 1.04 5.41 -0.30
C 1.04 -4.64 -1.35
N 0.33 -3.67 -2.13
C -0.99 -3.57 -2.28
S -2.09 -4.66 -1.58
N -1.37 -2.51 -3.02
C -2.74 -2.06 -3.19
H 1.59 -5.34 -1.99
H 0.33 -5.20 -0.75
H 1.75 -4.13 -0.70
H 0.91 -2.95 -2.55
H -0.65 -1.84 -3.25
H -3.40 -2.91 -2.99
H -2.88 -1.72 -4.21
H -2.99 -1.26 -2.49
O 0.79 -1.52 2.65
C 1.16 -2.33 3.67
C 1.33 -3.77 3.17
C 0.65 -4.35 2.15
C 0.94 -5.74 1.99
C 1.86 -6.18 2.90
S 2.36 -4.92 3.94
C 0.06 -2.36 4.75
C -0.98 -3.23 4.87
C -1.92 -2.84 5.87
C -1.57 -1.67 6.48
S -0.10 -1.06 5.86
C 2.47 -1.87 4.29
C 3.04 -2.12 5.50
C 4.34 -1.56 5.63
C 4.72 -0.89 4.50
S 3.51 -0.93 3.30
H -0.06 -3.83 1.52
H 0.50 -6.36 1.23
H 2.27 -7.17 2.99
H -1.06 -4.12 4.27
H -2.81 -3.40 6.10
H -2.10 -1.16 7.26
H 2.54 -2.69 6.27
H 4.95 -1.64 6.52
H 5.63 -0.35 4.34
C -4.64 1.94 2.15
Si -4.87 2.43 0.34
C -4.56 4.29 0.28
C -6.71 2.20 -0.02
As -3.44 1.16 -0.92
Si -4.19 1.70 -3.03
C -4.73 3.49 -3.32
C -5.65 0.65 -3.61
C -2.79 1.40 -4.26
H -5.28 2.55 2.80
H -3.60 2.09 2.45
H -4.87 0.89 2.30
H -5.26 4.82 0.95
H -4.68 4.69 -0.73
H -3.54 4.51 0.60
H -7.32 2.82 0.66
H -6.99 1.16 0.11
H -6.96 2.48 -1.05
H -5.58 3.77 -2.71
H -5.01 3.62 -4.37
H -3.91 4.18 -3.10
H -6.53 0.87 -3.01
H -5.44 -0.41 -3.49
H -5.87 0.85 -4.66
H -2.14 2.28 -4.30
H -3.17 1.21 -5.27
H -2.16 0.56 -3.97
C 7.35 0.26 -1.45
C 7.00 -0.34 -0.25
C 5.69 -0.74 -0.03
C 4.70 -0.56 -0.99
C 5.06 0.05 -2.20
C 6.37 0.45 -2.42
C 3.31 -1.01 -0.71
C 2.30 -1.16 -1.57
C 2.27 -1.12 -2.99
C 2.77 -2.17 -3.79
C 2.56 -2.21 -5.16
C 1.87 -1.20 -5.82
C 1.38 -0.14 -5.05
C 1.57 -0.09 -3.68
H 8.37 0.58 -1.63
H 7.75 -0.49 0.52
H 5.42 -1.22 0.91
H 4.31 0.22 -2.95
H 6.63 0.93 -3.36
H 3.15 -1.21 0.35
H 3.31 -2.98 -3.30
H 2.95 -3.05 -5.72
H 1.69 -1.25 -6.88
H 0.83 0.67 -5.53
H 1.17 0.74 -3.11
```

Its largest force on an atom is 1.9 eV Å⁻¹. The spin multiplicity is 1. As for the orbital gap: 5.1 eV. As for the net charge: -2. The value obtained for the LUMO energy is 3.51 eV. The molar mass comes out at 1065.19 g mol⁻¹.


No. 3
Density functional theory data (ωB97M-V/def2-TZVPD) for a structure of composition C42H62BiN5O6S2Se.

XYZ file:
```
119
C42H62BiN5O6S2Se (ωB97M-V/def2-TZVPD)
Bi 0.46 0.15 -0.95
C -2.68 -1.10 -0.25
N -2.39 0.17 -0.91
C -2.97 0.19 -2.24
C -2.83 1.31 -0.13
C -2.10 1.47 1.21
N -0.65 1.63 1.13
C -0.04 1.01 2.33
C 1.42 1.28 2.57
C 1.78 2.08 3.64
C 3.10 2.33 3.98
C 4.06 1.72 3.18
C 3.77 0.88 2.10
C 2.41 0.63 1.77
O 2.05 -0.16 0.81
C 4.98 0.30 1.34
C 4.66 -0.68 0.21
C 5.77 1.46 0.72
C 5.90 -0.44 2.33
C 3.44 3.18 5.20
C 2.76 4.55 5.10
C 4.95 3.41 5.35
C 2.94 2.46 6.46
C -0.23 3.02 0.99
C -0.82 3.74 -0.19
C -1.58 4.88 0.02
C -2.07 5.65 -1.03
C -1.73 5.24 -2.32
C -0.98 4.10 -2.59
C -0.56 3.29 -1.50
O 0.10 2.18 -1.75
C -0.54 3.76 -4.02
C 0.99 3.73 -4.10
C -1.04 4.80 -5.03
C -1.08 2.39 -4.48
C -2.92 6.89 -0.74
C -3.34 7.61 -2.02
C -4.18 6.48 0.02
C -2.11 7.88 0.11
H -3.76 -1.19 -0.03
H -2.11 -1.22 0.67
H -2.39 -1.93 -0.91
H -4.07 0.08 -2.21
H -2.55 -0.62 -2.83
H -2.73 1.13 -2.73
H -3.91 1.24 0.10
H -2.69 2.21 -0.73
H -2.31 0.60 1.83
H -2.54 2.34 1.72
H -0.19 -0.07 2.24
H -0.59 1.36 3.22
H 0.98 2.53 4.22
H 5.10 1.90 3.40
H 4.02 -0.23 -0.55
H 4.14 -1.56 0.58
H 5.60 -0.99 -0.25
H 5.15 1.98 -0.02
H 6.66 1.08 0.20
H 6.10 2.19 1.46
H 5.34 -1.25 2.82
H 6.29 0.21 3.11
H 6.74 -0.88 1.80
H 3.09 5.08 4.20
H 3.01 5.17 5.97
H 1.68 4.46 5.05
H 5.36 3.91 4.48
H 5.48 2.46 5.49
H 5.14 4.03 6.23
H 1.86 2.34 6.43
H 3.19 3.04 7.36
H 3.39 1.47 6.54
H 0.86 3.03 0.91
H -0.49 3.58 1.90
H -1.77 5.18 1.05
H -2.07 5.83 -3.15
H 1.40 4.71 -3.81
H 1.31 3.51 -5.12
H 1.41 2.97 -3.45
H -0.65 5.80 -4.81
H -2.13 4.85 -5.06
H -0.70 4.51 -6.02
H -0.70 1.58 -3.86
H -0.76 2.20 -5.50
H -2.18 2.39 -4.46
H -3.93 6.96 -2.67
H -2.48 7.97 -2.59
H -3.96 8.47 -1.76
H -4.79 5.80 -0.58
H -4.79 7.36 0.27
H -3.93 5.97 0.95
H -1.19 8.16 -0.40
H -1.84 7.44 1.08
H -2.70 8.78 0.31
C 0.32 -6.72 -3.88
S 1.59 -5.54 -3.40
C 0.06 -3.86 -2.15
S -1.59 -4.28 -2.03
N 0.87 -3.42 -1.25
N 0.33 -3.03 -0.06
C 0.79 -3.63 0.96
C 0.41 -3.33 2.34
C 0.95 -4.12 3.36
C 0.59 -3.89 4.67
C -0.31 -2.87 4.95
C -0.78 -2.13 3.88
N -0.45 -2.34 2.61
H 0.80 -7.52 -4.46
H -0.21 -7.13 -3.03
H -0.39 -6.18 -4.52
H 1.52 -4.44 0.82
H 1.66 -4.90 3.10
H 1.01 -4.50 5.47
H -0.62 -2.65 5.96
H -1.47 -1.30 4.05
O 0.33 -0.63 -3.07
Se 2.03 -0.59 -3.39
O 0.70 -4.15 -3.36
O 2.29 0.52 -2.05
O 2.26 0.27 -4.76
```

Its largest force on an atom is 0.7 eV Å⁻¹. The spin multiplicity is 1. As for the orbital gap: 6.1 eV. As for the net charge: -2. The value obtained for the LUMO energy is 3.77 eV. The molar mass comes out at 1085.06 g mol⁻¹.


No. 4
Density functional theory data (ωB97M-V/def2-TZVPD) for a cluster of 11 separate species, C42H66BBr2Cl20NO5 in total.

XYZ file:
```
137
C42H66BBr2Cl20NO5 (ωB97M-V/def2-TZVPD)
C -1.95 -3.73 3.03
C -2.44 -2.57 3.94
C -1.50 -1.37 3.65
C -2.21 0.01 3.73
C -1.48 0.95 2.80
C -2.06 1.89 2.05
C -3.55 2.17 2.01
C -4.20 1.20 1.01
O -5.00 1.58 0.20
N -3.81 -0.18 1.07
C -3.30 -0.67 -0.22
C -4.94 -1.01 1.49
C -1.21 2.72 1.14
O -1.44 3.88 0.92
C -0.06 1.98 0.52
C 0.53 1.00 1.29
C 1.58 0.25 0.82
C 2.02 0.48 -0.47
B 3.20 -0.44 -1.00
O 3.23 -0.74 -2.35
O 4.16 -0.92 -0.16
C 3.83 -2.21 0.35
C 1.44 1.47 -1.24
C 0.40 2.25 -0.76
C -0.19 3.33 -1.59
Br 0.96 4.85 -1.80
C -1.40 3.29 -2.14
C -2.31 2.13 -1.93
Br -2.02 4.72 -3.21
C 0.01 0.80 2.68
O 0.75 0.57 3.60
H -2.26 -4.71 3.37
H -2.30 -3.54 2.01
H -0.86 -3.65 2.96
H -2.33 -2.84 4.98
H -3.45 -2.27 3.68
H -1.08 -1.54 2.66
H -0.69 -1.32 4.37
H -2.09 0.38 4.75
H -3.25 -0.10 3.46
H -3.66 3.15 1.56
H -4.01 2.09 2.99
H -3.31 -1.76 -0.17
H -3.93 -0.38 -1.07
H -2.26 -0.37 -0.32
H -5.45 -0.58 2.35
H -5.63 -1.23 0.68
H -4.55 -1.97 1.82
H 2.02 -0.52 1.43
H 2.46 -1.26 -2.60
H 2.80 -2.49 0.10
H 3.92 -2.23 1.43
H 4.54 -2.94 -0.05
H 1.82 1.65 -2.23
H -2.31 1.77 -0.91
H -3.33 2.44 -2.15
H -2.09 1.32 -2.63
Cl 1.19 7.05 -5.24
C 0.15 7.91 -6.40
C -1.19 8.26 -5.81
Cl -2.19 6.82 -5.50
H 0.04 7.28 -7.28
H 0.67 8.82 -6.69
H -1.74 8.90 -6.51
H -1.08 8.80 -4.87
Cl 6.74 -2.83 2.04
C 7.99 -3.68 1.09
C 8.00 -3.26 -0.36
Cl 6.55 -3.82 -1.24
H 7.82 -4.75 1.19
H 8.95 -3.43 1.54
H 8.88 -3.72 -0.83
H 8.07 -2.18 -0.46
Cl 2.57 0.28 7.93
C 1.53 1.23 6.84
C 0.20 1.57 7.45
Cl -0.82 0.13 7.66
H 1.39 0.66 5.92
H 2.07 2.14 6.60
H -0.33 2.25 6.79
H 0.31 2.05 8.42
Cl -0.81 12.27 -4.60
C -1.93 12.97 -5.80
C -2.63 11.91 -6.60
Cl -1.51 11.04 -7.69
H -1.36 13.64 -6.44
H -2.66 13.56 -5.24
H -3.40 12.36 -7.22
H -3.11 11.18 -5.95
Cl 6.81 1.78 -6.93
C 7.08 0.88 -5.41
C 8.07 1.56 -4.51
Cl 9.72 1.52 -5.20
H 7.41 -0.13 -5.67
H 6.12 0.80 -4.91
H 8.12 1.05 -3.55
H 7.81 2.60 -4.34
Cl 11.30 -0.62 -1.83
C 12.62 -1.50 -1.04
C 12.53 -2.99 -1.28
Cl 11.17 -3.76 -0.41
H 12.61 -1.27 0.03
H 13.55 -1.12 -1.46
H 13.43 -3.48 -0.91
H 12.44 -3.21 -2.34
Cl -5.44 -3.25 6.31
C -6.76 -3.42 5.12
C -6.59 -4.63 4.25
Cl -5.20 -4.48 3.14
H -6.80 -2.51 4.53
H -7.69 -3.50 5.68
H -7.48 -4.77 3.63
H -6.45 -5.53 4.84
Cl -1.91 -3.44 -2.24
C -2.91 -4.91 -2.36
C -4.35 -4.67 -1.99
Cl -4.55 -4.32 -0.26
H -2.46 -5.67 -1.73
H -2.85 -5.25 -3.40
H -4.93 -5.56 -2.21
H -4.76 -3.84 -2.55
Cl 0.23 -0.29 -3.14
C -0.55 -0.94 -4.62
C -0.65 0.09 -5.72
Cl -1.81 1.39 -5.37
H -1.52 -1.34 -4.34
H 0.08 -1.76 -4.96
H -1.00 -0.40 -6.63
H 0.31 0.55 -5.92
Cl -8.04 -7.07 5.78
C -7.81 -8.18 7.16
C -6.82 -9.28 6.85
Cl -7.46 -10.43 5.64
H -8.78 -8.58 7.44
H -7.43 -7.58 7.99
H -6.62 -9.85 7.75
H -5.89 -8.88 6.47
```

Its largest force on an atom is 1.6 eV Å⁻¹. The spin multiplicity is 1. As for the orbital gap: 7.8 eV. The value obtained for the LUMO energy is -0.49 eV. The molar mass comes out at 1544.67 g mol⁻¹. Its SMILES is CCCCC1=C(CC(=O)N(C)C)C(=O)c2c(cc(B(O)OC)cc2/C(Br)=C(\C)Br)C1=O.ClCCCl.ClCCCl.ClCCCl.ClCCCl.ClCCCl.ClCCCl.ClCCCl.ClCCCl.ClCCCl.ClCCCl.


> Number 3 is which compound?

C42H62BiN5O6S2Se